Record 1
{"formula": "C19H58O20P6", "method": "ωB97M-V/def2-TZVPD", "e_homo_ev": -7.630, "smiles": "CC[C@H](C)[PH4].COP(=O)(OC)OC.COP(=O)(OC)OC.COP(=O)(OC)OC.COP(=O)(OC)OC.COP(=O)(OC)OC", "gap_ev": 8.130, "species": ["C", "C", "C", "C", "P", "H", "H", "H", "H", "H", "H", "H", "H", "H", "H", "H", "H", "H", "C", "O", "P", "O", "O", "C", "O", "C", "H", "H", "H", "H", "H", "H", "H", "H", "H", "C", "O", "P", "O", "O", "C", "O", "C", "H", "H", "H", "H", "H", "H", "H", "H", "H", "C", "O", "P", "O", "O", "C", "O", "C", "H", "H", "H", "H", "H", "H", "H", "H", "H", "C", "O", "P", "O", "O", "C", "O", "C", "H", "H", "H", "H", "H", "H", "H", "H", "H", "C", "O", "P", "O", "O", "C", "O", "C", "H", "H", "H", "H", "H", "H", "H", "H", "H"], "xyz": [[-2.212, 0.498, -8.926], [-3.288, -0.066, -7.826], [-2.929, 0.385, -6.256], [-2.925, 2.041, -6.177], [-1.255, -0.414, -5.753], [-2.685, 0.985, -9.881], [-1.561, -0.427, -9.307], [-1.439, 1.218, -8.390], [-3.460, -1.234, -7.866], [-4.350, 0.414, -8.082], [-3.783, -0.010, -5.521], [-3.902, 2.324, -5.552], [-2.024, 2.483, -5.572], [-3.040, 2.557, -7.231], [-1.215, -1.233, -6.970], [-0.579, 0.852, -5.629], [-1.927, -1.040, -4.606], [0.022, -1.047, -5.401], [2.358, 1.511, -2.347], [2.088, 0.132, -2.208], [0.617, -0.289, -1.706], [-0.504, 0.140, -2.598], [0.542, 0.296, -0.207], [1.588, 0.002, 0.695], [0.741, -1.881, -1.486], [-0.416, -2.548, -1.028], [2.799, 1.692, -3.329], [1.457, 2.120, -2.239], [3.079, 1.804, -1.576], [2.165, 0.913, 0.876], [2.256, -0.776, 0.315], [1.153, -0.337, 1.639], [-0.773, -2.100, -0.098], [-0.163, -3.595, -0.837], [-1.202, -2.506, -1.787], [-2.830, 2.394, -2.021], [-3.596, 3.522, -2.391], [-2.802, 4.885, -2.713], [-1.836, 4.802, -3.852], [-2.140, 5.285, -1.300], [-2.957, 5.327, -0.149], [-3.982, 5.967, -2.899], [-3.586, 7.292, -3.189], [-3.140, 1.538, -2.624], [-1.759, 2.562, -2.156], [-3.025, 2.172, -0.966], [-2.693, 4.490, 0.502], [-4.021, 5.269, -0.394], [-2.769, 6.264, 0.381], [-2.898, 7.660, -2.424], [-4.474, 7.928, -3.196], [-3.108, 7.337, -4.172], [-1.352, -3.659, 5.537], [-2.118, -2.532, 5.167], [-1.324, -1.169, 4.845], [-0.358, -1.252, 3.706], [-0.662, -0.768, 6.258], [-1.479, -0.726, 7.409], [-2.504, -0.086, 4.659], [-2.107, 1.238, 4.369], [-1.661, -4.515, 4.934], [-0.281, -3.492, 5.402], [-1.547, -3.882, 6.591], [-1.215, -1.564, 8.060], [-2.543, -0.785, 7.163], [-1.290, 0.211, 7.939], [-1.420, 1.607, 5.134], [-2.996, 1.874, 4.361], [-1.630, 1.283, 3.386], [3.759, -1.278, -4.236], [4.498, -1.783, -5.328], [5.292, -0.721, -6.242], [6.335, 0.077, -5.526], [4.119, 0.158, -6.912], [3.051, -0.503, -7.556], [5.839, -1.617, -7.464], [6.584, -0.944, -8.458], [4.015, -1.845, -3.339], [3.955, -0.218, -4.061], [2.692, -1.413, -4.446], [2.147, -0.385, -6.953], [3.250, -1.569, -7.697], [2.890, -0.042, -8.533], [6.008, -0.114, -8.871], [6.810, -1.649, -9.262], [7.524, -0.572, -8.038], [2.729, -1.401, 10.145], [2.459, -2.780, 10.283], [0.989, -3.201, 10.785], [-0.133, -2.772, 9.893], [0.914, -2.616, 12.284], [1.960, -2.910, 13.186], [1.113, -4.793, 11.005], [-0.045, -5.461, 11.463], [3.171, -1.220, 9.163], [1.829, -0.792, 10.252], [3.451, -1.108, 10.915], [2.537, -1.999, 13.367], [2.628, -3.688, 12.806], [1.525, -3.249, 14.130], [-0.401, -5.012, 12.393], [0.208, -6.507, 11.654], [-0.831, -5.418, 10.704]], "atomic_forces_ev_per_a": [[1.10, -1.19, 0.29], [-1.43, 0.67, 0.42], [-1.52, 1.24, -1.51], [-1.32, -0.17, 0.75], [-0.27, -0.82, 0.37], [0.82, -0.80, 2.08], [-1.36, 2.05, 0.72], [-1.75, -1.27, -1.32], [0.61, 2.33, -0.08], [2.21, -1.06, 0.58], [1.80, 0.70, -1.66], [2.14, -0.35, -1.39], [-1.57, -0.83, -1.30], [0.45, -1.10, 2.16], [-0.18, 0.53, 0.51], [-0.33, -0.11, -0.13], [0.71, 0.28, -0.63], [-0.03, -0.06, 0.23], [0.29, 0.94, 0.08], [-1.05, -1.62, 0.34], [-0.72, 0.22, -0.52], [1.41, -0.38, 1.58], [-0.88, -0.01, -1.47], [0.68, -0.17, 0.80], [1.11, 1.39, -0.64], [-0.82, -0.44, 0.18], [-0.12, -0.06, 0.08], [0.05, -0.03, -0.10], [-0.10, -0.02, -0.12], [-0.02, -0.09, -0.03], [-0.08, 0.08, 0.02], [-0.02, 0.03, -0.12], [-0.05, -0.03, -0.01], [0.14, 0.25, -0.09], [0.05, 0.03, 0.11], [0.54, -0.81, 0.39], [-0.46, 2.05, -0.57], [0.69, -0.47, -1.19], [-1.19, 0.31, 1.99], [0.34, -0.07, -1.23], [-0.39, -0.01, 0.67], [0.07, -1.64, 0.38], [0.23, 0.74, -0.34], [0.10, 0.17, 0.01], [-0.11, -0.13, -0.08], [0.05, 0.00, -0.13], [-0.05, 0.08, -0.04], [0.11, 0.01, 0.02], [0.02, -0.11, -0.09], [0.04, 0.04, -0.06], [0.06, -0.27, 0.05], [0.01, 0.02, 0.15], [0.43, -0.74, 0.46], [-0.36, 1.82, -0.63], [0.72, -0.16, -0.68], [-1.13, 0.27, 1.80], [0.39, -0.13, -1.69], [-0.51, -0.15, 0.95], [0.09, -1.69, 0.29], [0.24, 0.73, -0.32], [0.02, 0.18, -0.01], [-0.08, -0.04, -0.04], [0.07, 0.04, -0.14], [-0.02, 0.15, -0.01], [0.11, 0.05, -0.01], [0.02, -0.10, -0.11], [0.03, 0.04, -0.05], [0.06, -0.28, 0.05], [0.01, 0.02, 0.13], [-0.72, 0.26, 0.63], [1.27, 0.02, -1.66], [0.86, 0.52, 0.85], [-1.75, -0.89, -1.24], [1.25, 0.18, 0.66], [-0.73, -0.33, -0.36], [-0.92, -0.30, 1.39], [0.57, 0.37, -0.49], [0.04, 0.09, -0.14], [0.06, -0.14, 0.01], [0.14, 0.06, 0.07], [0.04, -0.05, -0.06], [-0.02, 0.12, 0.02], [0.06, -0.01, 0.13], [0.07, 0.04, -0.01], [-0.14, -0.01, 0.25], [-0.14, 0.03, -0.06], [0.30, 0.89, 0.04], [-1.06, -1.59, 0.37], [-0.73, 0.25, -0.80], [1.48, -0.46, 1.59], [-0.79, -0.03, -1.24], [0.64, -0.11, 0.59], [1.07, 1.37, -0.56], [-0.78, -0.45, 0.14], [-0.12, -0.10, 0.10], [0.04, -0.04, -0.08], [-0.11, -0.01, -0.11], [-0.04, -0.11, 0.01], [-0.08, 0.08, 0.04], [0.01, 0.07, -0.15], [-0.07, -0.02, -0.03], [0.13, 0.24, -0.09], [0.05, 0.03, 0.14]]}

Record 2
{"formula": "C2H9N2", "method": "ωB97M-V/def2-TZVPD", "e_homo_ev": -14.779, "de_lowest_ev": 0.9147, "total_charge": 1, "gap_ev": 11.492, "species": ["N", "H", "H", "H", "H", "C", "C", "N", "H", "H", "H", "H", "H"], "xyz": [[-1.504, 0.845, -1.345], [-0.860, 0.303, 0.029], [-1.075, 0.498, -2.190], [-1.552, 1.856, -1.270], [-2.480, 0.546, -1.299], [2.080, -0.340, 0.416], [0.894, -0.923, 0.477], [-0.297, -0.163, 0.882], [2.388, 0.589, 0.862], [2.816, -1.036, 0.037], [0.724, -1.988, 0.507], [-0.970, -0.782, 1.332], [-0.163, 0.596, 1.559]], "atomic_forces_ev_per_a": [[-0.82, -0.12, 1.25], [0.63, -0.39, -0.33], [-0.02, 0.35, -0.21], [0.36, 0.00, -0.58], [0.29, -0.11, -0.35], [-0.20, -1.70, 0.01], [0.06, 1.23, 1.06], [-1.18, 0.21, 0.49], [-0.22, 0.53, -0.56], [0.56, 0.33, 0.25], [-0.02, -0.05, -0.92], [0.00, -0.11, 0.03], [0.56, -0.16, -0.14]]}

Record 3
{"formula": "CHFN5", "method": "ωB97M-V/def2-TZVPD", "e_homo_ev": [-1.173, -5.657], "de_lowest_ev": 0.0000, "total_charge": -1, "gap_ev": [6.027, 7.569], "multiplicity": 3, "species": ["C", "N", "N", "N", "N", "N", "F", "H"], "xyz": [[-0.633, -0.811, 0.575], [-1.532, 0.086, 0.919], [-0.980, -2.050, 1.028], [-2.393, -0.607, 1.645], [-2.049, -1.856, 1.703], [0.471, -0.501, -0.211], [1.781, -0.685, 0.440], [0.513, 0.561, -0.266]], "atomic_forces_ev_per_a": [[2.84, -0.81, -3.43], [-1.69, 1.16, 0.45], [2.04, -1.00, -0.46], [-0.89, 2.31, 0.80], [-0.87, -1.26, 0.20], [-10.16, 3.09, -0.40], [8.97, -1.68, 3.55], [-0.24, -1.79, -0.70]]}

Record 4
{"formula": "C3H3GaO3", "method": "ωB97M-V/def2-TZVPD", "e_homo_ev": [-14.848, -14.638], "de_lowest_ev": 0.7257, "total_charge": 1, "gap_ev": [9.303, 5.272], "multiplicity": 2, "species": ["C", "C", "O", "O", "C", "H", "H", "H", "O", "Ga"], "xyz": [[0.331, -0.911, -0.145], [-2.185, 0.641, 0.308], [-0.645, -1.633, -0.181], [0.152, 0.497, -0.143], [-1.087, 1.110, -0.302], [-3.141, 0.743, -0.204], [-2.147, 0.203, 1.305], [-1.116, 1.666, -1.241], [1.542, -1.141, 0.124], [2.065, 0.712, 0.217]], "atomic_forces_ev_per_a": [[-4.95, -3.80, 1.06], [0.83, 0.48, 0.29], [2.44, 1.58, -0.52], [0.52, 2.31, 0.59], [-1.68, -0.73, -1.63], [0.12, 0.56, 0.47], [-0.04, -0.49, -0.51], [0.03, -0.14, 0.30], [2.23, 0.63, -0.24], [0.50, -0.40, 0.19]]}

Record 5
{"formula": "C2H3FHgO2", "method": "ωB97M-V/def2-TZVPD", "e_homo_ev": [-2.719, -4.316], "de_lowest_ev": 0.0000, "total_charge": -1, "gap_ev": [6.304, 7.421], "multiplicity": 2, "species": ["C", "C", "O", "F", "H", "H", "Hg", "O", "H"], "xyz": [[0.459, 0.122, 0.311], [-0.587, -0.928, 0.151], [-1.542, -0.393, -0.658], [-0.784, 2.991, -0.208], [-0.924, -1.096, 1.212], [-0.110, -1.887, -0.179], [-0.653, 1.367, -1.628], [1.746, -0.411, 0.347], [2.395, 0.234, 0.652]], "atomic_forces_ev_per_a": [[2.63, -0.23, 0.50], [0.80, 0.00, 0.30], [-0.81, -1.06, -0.16], [-0.16, 0.54, -0.09], [0.05, -0.01, -0.28], [-0.35, 0.13, -0.06], [0.19, 0.64, -0.14], [-1.91, -0.48, 0.33], [-0.46, 0.46, -0.40]]}

Record 6
{"formula": "H2O5P2", "method": "ωB97M-V/def2-TZVPD", "e_homo_ev": -2.309, "de_lowest_ev": 0.9423, "total_charge": -2, "gap_ev": 7.799, "species": ["O", "O", "O", "O", "O", "P", "P", "H", "H"], "xyz": [[-5.771, 0.457, 0.644], [-5.638, -1.869, -0.438], [2.979, 1.310, -0.098], [2.816, -1.703, -0.834], [3.827, 3.293, 1.203], [2.651, 2.676, 0.517], [-5.515, -1.066, 0.846], [2.612, -0.783, -0.676], [2.039, -2.313, -1.164]], "atomic_forces_ev_per_a": [[0.42, -2.41, 0.84], [0.14, 0.03, 1.06], [-0.87, 0.90, 0.26], [-1.20, -3.35, -1.11], [-0.02, 0.64, 0.31], [0.90, -1.78, -0.67], [-0.70, 2.34, -1.90], [-0.77, 0.83, 0.02], [2.09, 2.80, 1.18]]}

Record 7
{"formula": "C4H16NO7", "method": "ωB97M-V/def2-TZVPD", "e_homo_ev": -5.649, "de_lowest_ev": 1.7732, "total_charge": -1, "gap_ev": 8.888, "species": ["C", "C", "C", "O", "N", "C", "O", "O", "H", "H", "H", "H", "H", "H", "H", "H", "H", "H", "O", "H", "H", "O", "H", "H", "O", "H", "H", "O"], "xyz": [[-1.389, -0.286, -1.999], [-2.257, 0.226, -0.840], [-2.068, 1.637, -0.308], [-0.929, 1.741, 0.610], [0.041, 0.168, -2.003], [1.086, -0.451, -1.183], [2.263, 0.071, -1.446], [0.798, -1.201, -0.267], [-1.784, 0.142, -2.978], [-1.609, -1.333, -2.158], [-2.189, -0.368, 0.150], [-3.348, 0.062, -1.072], [-1.572, 2.331, -1.031], [-2.916, 2.017, 0.251], [-0.293, 1.120, 0.468], [0.071, 1.196, -2.002], [-0.336, 0.893, 3.060], [-1.580, 1.372, 2.266], [-1.296, 0.952, 3.019], [0.771, -0.670, 1.664], [1.899, 0.099, 1.990], [1.066, -0.138, 2.405], [3.072, -0.822, 0.654], [3.695, 0.381, -0.037], [3.726, -0.104, 0.733], [2.211, -3.042, -0.565], [1.173, -2.577, 0.373], [1.694, -3.418, 0.247]], "atomic_forces_ev_per_a": [[0.15, 1.95, -0.88], [-1.58, -1.00, 2.09], [3.30, 0.49, -0.84], [-3.45, 2.79, 0.97], [-1.05, -1.17, 0.45], [2.98, 4.92, -2.21], [-3.17, -1.73, 0.30], [-1.37, -0.59, 0.91], [0.20, -0.12, 1.18], [0.87, -0.48, 0.38], [0.41, 0.29, -1.62], [0.89, 0.31, -0.19], [-2.00, -0.10, -0.54], [-0.14, 0.16, -0.32], [2.67, -3.07, -0.83], [0.52, -0.97, -0.19], [-0.03, -0.02, -0.66], [-0.12, 1.49, -2.73], [-0.25, -1.69, 4.26], [-0.96, -0.54, -0.24], [0.86, 0.65, 0.42], [0.58, -0.02, -0.21], [0.49, 0.52, -0.59], [-0.75, 1.26, -2.98], [0.35, -2.02, 3.95], [-1.18, -1.39, 2.15], [0.42, -1.19, -0.06], [1.34, 1.25, -1.97]]}

Record 8
{"formula": "C4H19NO6", "method": "ωB97M-V/def2-TZVPD", "e_homo_ev": -9.578, "de_lowest_ev": 1.9212, "smiles": "CCNCC=O.O.O.O.O.O", "gap_ev": 10.076, "species": ["C", "C", "N", "C", "C", "O", "H", "H", "H", "H", "H", "H", "H", "H", "H", "H", "H", "O", "H", "H", "O", "H", "H", "O", "H", "H", "O", "H", "H", "O"], "xyz": [[1.612, -0.287, 2.508], [0.183, 0.260, 2.461], [-0.416, 0.304, 1.119], [-1.779, 0.860, 1.098], [-2.247, 1.050, -0.332], [-2.264, 0.076, -1.087], [2.362, 0.450, 2.713], [1.757, -0.971, 1.682], [1.734, -1.040, 3.252], [0.098, 1.287, 2.978], [-0.349, -0.404, 3.189], [-0.493, -0.609, 0.722], [-2.528, 0.189, 1.584], [-1.757, 1.875, 1.613], [-2.715, 1.901, -0.769], [1.147, -3.083, 0.441], [0.181, -2.439, -0.622], [0.223, -2.934, 0.210], [-1.166, -2.409, -2.692], [-1.236, -1.198, -1.779], [-0.641, -1.704, -2.317], [2.153, -0.497, -2.693], [0.707, -0.366, -3.195], [1.609, -0.057, -3.310], [1.381, 0.865, -0.066], [1.903, 0.726, -1.461], [1.980, 1.324, -0.682], [-0.654, 2.200, -2.298], [0.008, 2.196, -0.883], [-0.793, 2.434, -1.386]], "atomic_forces_ev_per_a": [[-0.67, -0.38, -0.34], [-0.60, 0.34, 1.94], [-0.17, 0.98, 0.43], [0.48, 1.72, 0.57], [-0.71, -2.56, -1.09], [0.33, 0.15, 0.70], [0.54, 0.33, -0.67], [0.53, 0.63, -1.00], [-0.29, -0.23, 1.36], [0.26, -1.30, -1.16], [-0.39, 0.37, -0.76], [0.29, -0.90, -0.05], [0.34, 0.50, -0.15], [-0.15, -1.32, -0.45], [-0.63, 1.11, 0.85], [-0.12, 0.10, -0.28], [0.20, -0.22, -0.19], [-0.10, 0.11, 0.34], [-0.12, -0.24, -0.17], [-1.05, 0.92, 0.68], [1.23, -0.55, -0.46], [0.80, -1.25, 0.78], [-0.18, -0.55, 0.21], [-0.55, 1.36, -1.11], [0.07, 0.26, 0.34], [0.14, 1.08, 0.34], [-0.53, -1.01, -0.44], [0.37, -0.25, -0.45], [0.12, 0.13, -0.64], [0.56, 0.67, 0.88]]}

Energy? In order: -117333.1389; -5193.0392; -11215.7067; -61667.9012; -13106.6224; -28851.6409; -20231.4243; -18230.4899 eV.